No. 1
This record from the OMol25 dataset describes one molecule with the formula C21H23FN2O3 in a non-equilibrium geometry. The level of theory is ωB97M-V/def2-TZVPD.

Atoms and positions in Å:
F1 0.1941 -1.7701 4.2378
O1 -2.1199 1.2946 2.0351
O2 -0.0327 -2.2770 0.2145
O3 -2.6264 -1.0799 3.6434
N1 -1.4308 -2.0942 1.9704
N2 -1.0335 -0.2320 0.6516
C1 2.0216 1.6445 -0.7024
C2 1.3702 3.0578 -0.8874
C3 0.5367 0.3731 -4.1176
C4 -1.2004 -4.4777 2.2404
C5 -0.3007 0.0841 -1.7126
C6 0.4968 -4.1016 4.4344
C7 -0.6206 -5.6044 2.9049
C8 -0.7060 4.3637 -1.4965
C9 -0.0831 2.9688 -1.3941
C10 -0.0994 -3.0135 3.7997
C11 0.2434 -5.3926 3.9945
C12 -1.7221 0.1769 1.7662
C13 0.0131 2.3248 -2.7482
C14 -0.8024 -1.5866 0.8603
C15 -0.9162 -3.1781 2.6775
C16 0.5822 0.9273 -2.6647
C17 2.0001 0.9786 -2.1096
C18 -0.8544 2.0815 -0.4054
C19 -0.2686 0.6532 -0.2833
C20 1.2072 0.7929 0.2553
C21 -2.0033 -1.0156 2.5847
H1 3.0640 1.8288 -0.3746
H2 1.2849 3.5504 0.1071
H3 0.1112 -0.9003 -1.7327
H4 1.0218 1.1186 -4.7877
H5 1.2038 1.2662 1.2435
H6 -0.4946 0.2940 -4.3523
H7 -1.3514 0.0348 -2.0113
H8 -1.9010 1.9779 -0.7185
H9 0.6465 2.9280 -3.4358
H10 -0.9574 4.7608 -0.4999
H11 -0.0046 5.0256 -1.9483
H12 1.0609 -0.5817 -4.2378
H13 1.6773 -0.1997 0.3914
H14 0.7461 -6.2396 4.4385
H15 -0.9608 2.3025 -3.2288
H16 2.3823 -0.0509 -1.9855
H17 -0.8284 2.6036 0.5550
H18 -0.8469 -6.6300 2.5842
H19 1.9646 3.6741 -1.5605
H20 -1.8522 -4.6627 1.3726
H21 2.6348 1.5565 -2.7714
H22 -1.6446 4.3883 -2.0610
H23 1.1987 -3.9438 5.2647

## Properties
- strongest force on any atom (eV/Å) = 5.09
- highest occupied orbital energy (eV) = -9.636
- energy relative to the best compared isomer or geometry (same formula, charge and spin) (kJ/mol) = 0.0
- structure (SMILES) = C[C@]12C[C@@H]3C[C@](C)(C1)C[C@@](N1C(=O)C(=O)N(c4ccccc4F)C1=O)(C3)C2
- DFT total energy (eV) = -33992.2428
- frontier orbital gap (eV) = 9.181



No. 2
This record from the OMol25 dataset describes C21H23N2NiO2S4 as an isolated structure in a non-equilibrium geometry. The level of theory is ωB97M-V/def2-TZVPD.

Atoms and positions in Å:
Ni1 -0.3487 0.1770 -0.3698
S1 -2.5394 -0.4049 0.3305
S2 -0.0545 -2.0941 -1.0911
S3 1.4236 -1.2057 1.8645
S4 -1.1343 0.6054 -2.5766
O1 0.4622 -2.2740 1.6560
O2 1.9753 -1.1072 3.1806
N1 0.7411 0.1798 1.3226
N2 -0.4486 2.1952 0.1277
C1 -1.6772 -2.8748 -0.7535
C2 -2.4531 -2.2196 0.3812
C3 2.7738 -1.4735 0.7311
C4 -3.5065 -0.1747 -1.2125
C5 3.5421 -2.5990 0.9904
C6 3.0249 -0.6703 -0.3704
C7 -1.1551 -0.9981 -3.4511
C8 -1.1355 4.5737 1.4063
C9 -0.5372 3.5376 2.1500
C10 -0.2587 3.6326 3.5260
C11 0.4657 1.2687 2.1270
C12 -0.1885 2.3532 1.4550
C13 -0.9693 3.2068 -0.5405
C14 -2.9064 0.8198 -2.1934
C15 0.7568 1.4328 3.4760
C16 -0.1137 -1.9550 -2.9084
C17 4.5695 -2.9350 0.1232
C18 4.8299 -2.1383 -0.9837
C19 -1.3204 4.4197 0.0585
C20 4.0673 -1.0038 -1.2237
C21 0.3767 2.5988 4.1548
H1 4.2941 -0.3664 -2.0687
H2 -3.6330 -1.1553 -1.6679
H3 -1.9650 -2.4312 1.3281
H4 0.8917 -1.6198 -3.1692
H5 -2.1619 -1.4055 -3.3727
H6 -3.4779 -2.5895 0.4074
H7 -0.9562 -0.7860 -4.5007
H8 5.6381 -2.3952 -1.6553
H9 2.4306 0.2151 -0.5559
H10 3.3186 -3.2015 1.8619
H11 -1.4531 -3.9014 -0.4679
H12 -4.4889 0.1874 -0.9118
H13 -1.4317 5.4867 1.9074
H14 -1.7403 5.2106 -0.5466
H15 -2.2410 -2.8846 -1.6849
H16 1.2810 0.6520 3.9972
H17 -3.4452 0.7774 -3.1396
H18 -0.2586 -2.9515 -3.3242
H19 -1.1128 3.0693 -1.6064
H20 -2.9755 1.8336 -1.8015
H21 -0.5403 4.5280 4.0645
H22 0.6055 2.6761 5.2097
H23 5.1598 -3.8215 0.3103

## Properties
- strongest force on any atom (eV/Å) = 1.08
- highest occupied orbital energy (spin up / spin down) (eV) = -10.378 / -10.418
- energy relative to the best compared isomer or geometry (same formula, charge and spin) (kJ/mol) = 0.0
- DFT total energy (eV) = -113605.4864
- total charge = +1
- spin multiplicity = 3
- frontier orbital gap (spin up / spin down) (eV) = 7.580 / 6.686



No. 3
This record from the OMol25 dataset describes an isolated ion of composition C21H23N2O and charge +1 in a non-equilibrium geometry. The level of theory is ωB97M-V/def2-TZVPD.

Atoms and positions in Å:
O1 -3.6064 1.1254 3.0624
N1 -3.0026 -0.1526 0.6750
N2 0.7510 -1.4083 -0.3990
C1 3.0813 -1.1867 0.2775
C2 -1.4397 0.7215 3.8945
C3 -0.7607 -0.5843 1.5423
C4 -1.0512 -2.5129 -1.5800
C5 -0.1532 0.0689 3.7547
C6 -2.7598 -1.1331 -0.3086
C7 0.4931 1.4987 -1.1486
C8 3.0639 1.5102 -0.7441
C9 0.1683 -0.6799 2.6358
C10 -3.7095 1.0111 0.1702
C11 -3.8562 -1.6925 -1.0622
C12 0.4693 -2.1976 -1.5688
C13 1.8834 0.8082 -0.7389
C14 1.9133 -0.5841 -0.3949
C15 -2.0840 -0.0709 1.7479
C16 -0.4564 -1.1239 0.2271
C17 4.2690 -0.3830 0.3199
C18 4.1480 0.9347 -0.2102
C19 -2.4051 0.4922 2.9268
C20 -1.6002 -1.5962 -0.5421
C21 -4.5931 0.2712 3.6866
H1 5.1333 1.4260 -0.2348
H2 0.6788 0.2311 4.4310
H3 -1.5389 1.4650 4.6413
H4 1.0593 -3.1255 -1.5401
H5 -1.3397 -2.2385 -2.5297
H6 -4.0116 -1.1435 -2.0257
H7 -3.6021 0.9570 -0.9223
H8 3.2778 2.5476 -1.0543
H9 -1.2637 -3.6049 -1.5978
H10 0.5815 1.9779 -2.1840
H11 -5.0548 0.6885 4.5462
H12 -4.0776 -0.6139 4.0940
H13 -3.6465 -2.7239 -1.3811
H14 5.1539 -0.8157 0.7093
H15 3.0612 -2.1623 0.7627
H16 1.0074 -1.3474 2.5637
H17 0.1383 2.2155 -0.5582
H18 -5.3765 -0.0309 3.0030
H19 -0.2473 0.7310 -1.2754
H20 -4.7486 0.9682 0.5118
H21 0.7405 -1.6698 -2.4581
H22 -3.2926 1.9238 0.6100
H23 -4.7912 -1.7114 -0.3871

## Properties
- strongest force on any atom (eV/Å) = 6.87
- highest occupied orbital energy (eV) = -11.701
- energy relative to the best compared isomer or geometry (same formula, charge and spin) (kJ/mol) = 252.1
- structure (SMILES) = COc1cccc2c1N(C)C(C)=C1CC[N+](c3ccccc3C)=C12
- DFT total energy (eV) = -27169.0836
- total charge = +1
- frontier orbital gap (eV) = 7.557



No. 4
This record from the OMol25 dataset describes one molecule with the formula C21H23N3O5S in a non-equilibrium geometry. The level of theory is ωB97M-V/def2-TZVPD.

Atoms and positions in Å:
S1 4.9960 2.3437 -0.0829
O1 5.0699 3.5803 -0.7955
O2 5.5755 2.2435 1.2184
O3 5.3541 -2.2357 -0.9638
O4 -3.0246 -0.0717 -0.8176
O5 -0.7186 -1.1679 1.6486
N1 5.7494 1.2073 -1.0875
N2 -0.4981 0.1273 -0.2298
N3 5.3679 -1.0540 -1.6385
C1 -5.2546 0.5095 -1.3437
C2 5.6207 -3.1741 1.2610
C3 3.3185 1.7394 -0.0530
C4 5.6399 -0.1203 -0.7573
C5 -3.8331 -2.9959 -0.9161
C6 -4.1781 0.6155 -0.4717
C7 -4.2610 1.4338 0.6592
C8 -2.5573 -1.0518 0.1019
C9 5.8002 -0.6797 0.5391
C10 -6.4353 1.1808 -1.0910
C11 2.8977 0.9164 0.9732
C12 5.6065 -2.0144 0.3377
C13 2.4910 2.0349 -1.1200
C14 1.6293 0.3680 0.9377
C15 -6.5462 1.9590 0.0473
C16 0.7837 0.6524 -0.1354
C17 -3.0960 1.6599 1.5778
C18 1.2205 1.4978 -1.1596
C19 -2.4602 -2.4189 -0.5979
C20 -1.1580 -0.7017 0.6224
C21 -5.4651 2.0846 0.9001
H1 -1.8874 -2.2930 -1.5189
H2 2.8504 2.6931 -1.8949
H3 -4.4065 -3.1464 -0.0040
H4 -1.0511 0.4238 -1.0290
H5 6.2395 -3.9696 0.8512
H6 -2.1820 1.8218 1.0088
H7 0.5600 1.7237 -1.9841
H8 -7.2643 1.0895 -1.7761
H9 -4.3872 -2.3229 -1.5648
H10 -1.9133 -3.0950 0.0611
H11 -2.9317 0.8111 2.2411
H12 6.0361 -0.1489 1.4350
H13 5.6312 1.3988 -2.0710
H14 3.5658 0.7231 1.7963
H15 -5.5468 2.7148 1.7740
H16 -5.1440 -0.1014 -2.2268
H17 6.0086 -2.8692 2.2277
H18 -3.7280 -3.9530 -1.4204
H19 4.6114 -3.5640 1.3868
H20 -3.2364 -1.1416 0.9564
H21 1.2841 -0.2773 1.7281
H22 -7.4669 2.4788 0.2645
H23 -3.2764 2.5360 2.1960

## Properties
- strongest force on any atom (eV/Å) = 1.63
- highest occupied orbital energy (eV) = -9.078
- energy relative to the best compared isomer or geometry (same formula, charge and spin) (kJ/mol) = 348.7
- structure (SMILES) = CC[C@H](Oc1ccccc1C)C(=O)Nc1ccc(S(=O)(=O)Nc2cc(C)on2)cc1
- DFT total energy (eV) = -47692.5000
- frontier orbital gap (eV) = 9.567